(1)
Here is the molecule C19H23N3O5 from OMol25. Energies are from ωB97M-V with the def2-TZVPD basis set.

Positions of all 50 atoms, in Å:
C1 4.2179 -6.5183 0.5099
H1 5.1535 -6.4514 -0.0403
C2 3.0430 -6.6019 -0.4574
C3 1.7040 -6.8538 0.2390
C4 1.2783 -5.7690 1.2275
C5 1.0600 -4.4117 0.5669
O1 0.4954 -3.5537 1.5430
C6 0.2006 -2.2791 1.2173
C7 0.3874 -1.7048 -0.0407
C8 0.0420 -0.3881 -0.2617
C9 -0.4962 0.4049 0.7544
C10 -0.6722 -0.1819 2.0159
C11 -0.3353 -1.4925 2.2443
H2 -0.4695 -1.9440 3.2144
H3 -1.0774 0.4114 2.8223
C12 -0.8578 1.7896 0.5770
C13 -0.8703 2.4750 -0.5788
C14 -1.2348 3.8771 -0.6682
C15 -0.8292 4.8035 0.2577
C16 -1.2517 6.1933 0.2090
O2 -0.9233 7.0566 0.9861
N1 -2.0768 6.4742 -0.8851
C17 -2.4842 5.5838 -1.8421
O3 -3.1973 5.9075 -2.7629
N2 -2.0437 4.2683 -1.6929
C18 -2.5493 3.3031 -2.6487
H4 -3.3077 3.8063 -3.2469
H5 -2.9897 2.4527 -2.1292
H6 -1.7517 2.9599 -3.3090
C19 -2.5506 7.8386 -1.0479
H7 -3.6395 7.8564 -1.0149
H8 -2.2230 8.2289 -2.0107
H9 -2.1355 8.4296 -0.2351
N3 0.1298 4.4680 1.2821
O4 -0.1456 4.7567 2.4204
O5 1.1562 3.9321 0.9204
H10 -0.6252 1.9879 -1.5095
H11 -1.1823 2.2879 1.4829
H12 0.2090 0.0299 -1.2422
H13 0.8053 -2.2796 -0.8523
H14 0.3747 -4.5153 -0.2861
H15 2.0096 -3.9936 0.2110
H16 2.0189 -5.6622 2.0196
H17 0.3380 -6.0653 1.6966
H18 0.9282 -6.9609 -0.5234
H19 1.7659 -7.8001 0.7805
H20 3.2187 -7.4245 -1.1546
H21 2.9888 -5.6849 -1.0471
H22 4.1404 -5.6428 1.1490
H23 4.2543 -7.4039 1.1403

LUMO energy = -0.6 eV
structure (SMILES) = CCCCCOc1ccc(/C=C/c2c([N+](=O)[O-])c(=O)n(C)c(=O)n2C)cc1
net charge = 0
HOMO energy = -8.4 eV
relative energy (zero: lowest compared OMol25 entry of this formula, charge and spin) = 5.657 eV



(2)
Here is the molecule CH4N2S2 from OMol25. Energies are from ωB97M-V with the def2-TZVPD basis set.

Positions of all 9 atoms, in Å:
C1 0.6029 0.8940 0.7778
N1 -0.1270 1.4137 -0.1976
N2 0.2200 -0.5403 0.8119
S1 -1.3403 -1.8816 -1.1200
S2 0.5309 -1.5467 -0.2851
H1 1.6576 0.9779 0.5471
H2 0.3607 1.0782 1.7765
H3 -0.8908 2.0970 -0.1315
H4 -1.0138 -2.4922 -2.1792

LUMO energy = -1.8 eV
net charge = 0
HOMO energy = -8.3 eV
relative energy (zero: lowest compared OMol25 entry of this formula, charge and spin) = 5.098 eV



(3)
Here is the molecule C4H10N2O from OMol25. Energies are from ωB97M-V with the def2-TZVPD basis set.

Positions of all 17 atoms, in Å:
N1 -0.6846 -1.7764 0.2470
C1 0.6189 1.5949 1.3845
C2 -0.4480 0.5297 1.1342
C3 0.0785 -0.5020 0.1378
C4 -0.0904 -0.0141 -1.3043
N2 0.6272 -0.7225 -2.2242
O1 -0.8811 0.8495 -1.6281
H1 -0.9368 -2.1189 -0.6463
H2 -1.5875 -1.5411 0.6516
H3 0.3272 2.2310 2.2113
H4 0.6126 2.3182 0.5680
H5 1.5804 1.1353 1.4983
H6 -0.6431 -0.0196 2.0535
H7 -1.3940 0.8480 0.7146
H8 1.1254 -0.7126 0.3145
H9 1.2321 -1.4582 -1.8998
H10 0.4632 -0.6411 -3.2127

LUMO energy = 0.9 eV
structure (SMILES) = CC[C@@H](N)C(N)=O
net charge = 0
HOMO energy = -9.4 eV
relative energy (zero: lowest compared OMol25 entry of this formula, charge and spin) = 0.697 eV



Among the records above, which one has the lowest LUMO energy? CH4N2S2



Among the records above, which one has the lowest HOMO energy? C4H10N2O